Here is C4H10N4O4 in the gas phase from OMol25. Energies are from ωB97M-V with the def2-TZVPD basis set.

Summary:
Charge: 0
Multiplicity: 3
Lowest unoccupied orbital energy (alpha / beta) (eV): 0.2448 / -2.9514
Expectation value of S²: 2.01
Frontier orbital gap (alpha / beta) (eV): 6.924 / 6.989
HOMO energy (alpha / beta) (eV): -6.68 / -9.94

Atoms and positions in Å:
C  -1.757  1.069  0.186
C  1.584  -0.958  -0.691
C  -0.649  0.103  0.377
C  0.614  0.206  -0.646
N  -0.331  -0.203  1.701
N  0.288  0.590  -1.894
N  -1.379  -1.446  -0.237
N  1.406  1.277  0.178
O  -2.193  -1.452  -1.166
O  2.068  0.810  1.066
O  -1.233  -2.295  0.583
O  1.302  2.426  -0.116
H  -1.396  2.090  0.611
H  -2.534  0.727  0.829
H  -2.025  0.982  -0.867
H  2.302  -0.715  -1.488
H  2.096  -0.923  0.259
H  1.138  -1.813  -1.172
H  0.574  -0.594  1.929
H  -1.003  -0.934  2.044
H  0.804  0.441  -2.691
H  -0.350  1.389  -1.974

---

Here is a gas-phase ion, C4H10N5O (charge +1) from OMol25. Energies are from ωB97M-V with the def2-TZVPD basis set.

Summary:
Charge: +1
Lowest unoccupied orbital energy (eV): -3.3909
Frontier orbital gap (eV): 9.787
HOMO energy (eV): -13.18
Structure (SMILES): C=NC(=[NH2+])N[C@@H](N)C(N)=O

Atoms and positions in Å:
C  0.506  -0.541  -2.405
N  0.942  -1.167  -1.421
C  1.496  -0.802  -0.242
N  2.802  -0.595  -0.080
N  0.623  -0.860  0.774
C  -0.882  -0.407  0.671
N  -1.505  -0.281  1.959
C  -0.812  1.064  0.068
N  -1.889  1.915  0.203
O  0.207  1.451  -0.439
H  0.054  -0.956  -3.273
H  0.571  0.483  -2.640
H  3.286  -0.839  -0.917
H  3.120  -0.657  0.893
H  0.834  -0.698  1.748
H  -1.273  -1.051  -0.069
H  -1.151  0.192  2.770
H  -2.276  -0.848  2.238
H  -1.808  2.892  0.074
H  -2.843  1.702  0.089

---

Here is 2 unconnected molecules or ions with the total composition C4H10N5O from OMol25. Energies are from ωB97M-V with the def2-TZVPD basis set.

Summary:
Charge: +1
Lowest unoccupied orbital energy (eV): -3.4959
Frontier orbital gap (eV): 10.771
HOMO energy (eV): -14.27

Atoms and positions in Å:
C  0.859  -0.829  -1.856
C  -1.080  0.788  1.203
C  -0.889  1.481  2.570
C  -1.722  -0.537  1.147
N  4.199  -0.582  -0.920
N  3.143  -0.429  -1.220
N  1.972  -0.223  -1.399
N  1.085  -1.658  -2.884
N  -0.674  1.403  0.153
O  -0.350  -0.545  -1.593
H  -0.039  0.851  3.073
H  -1.784  1.478  3.131
H  -0.518  2.536  2.311
H  -2.397  -0.499  1.932
H  -0.916  -1.309  1.118
H  -2.117  -0.795  0.140
H  1.885  -2.199  -2.966
H  0.193  -2.094  -3.303
H  -0.336  2.308  0.115
H  -0.513  0.855  -0.752

---

Repeat the second record exactly.
Here is a gas-phase ion, C4H10N5O (charge +1) from OMol25. Energies are from ωB97M-V with the def2-TZVPD basis set.

Summary:
Charge: +1
Lowest unoccupied orbital energy (eV): -3.3909
Frontier orbital gap (eV): 9.787
HOMO energy (eV): -13.18
Structure (SMILES): C=NC(=[NH2+])N[C@@H](N)C(N)=O

Atoms and positions in Å:
C  0.506  -0.541  -2.405
N  0.942  -1.167  -1.421
C  1.496  -0.802  -0.242
N  2.802  -0.595  -0.080
N  0.623  -0.860  0.774
C  -0.882  -0.407  0.671
N  -1.505  -0.281  1.959
C  -0.812  1.064  0.068
N  -1.889  1.915  0.203
O  0.207  1.451  -0.439
H  0.054  -0.956  -3.273
H  0.571  0.483  -2.640
H  3.286  -0.839  -0.917
H  3.120  -0.657  0.893
H  0.834  -0.698  1.748
H  -1.273  -1.051  -0.069
H  -1.151  0.192  2.770
H  -2.276  -0.848  2.238
H  -1.808  2.892  0.074
H  -2.843  1.702  0.089